Computed, not measured: a 21-piece molecular cluster, H41O21 overall in a non-equilibrium geometry, with the ωB97M-V functional and the def2-TZVPD basis.

```
! wB97M-V def2-TZVPD RIJCOSX def2/J DEFGRID3
* xyz -1 1
O 3.293 1.578 4.183
H 2.611 1.044 4.517
H 3.329 1.030 3.366
O 1.477 -1.742 0.986
H -3.056 -0.042 1.176
H 1.244 1.951 0.569
O -1.435 2.928 -4.163
H -1.862 -2.610 0.189
H -2.188 2.574 -3.804
O -2.729 -3.048 -0.089
H 2.813 -2.782 -1.266
H -0.032 -0.349 -2.083
O -0.399 -0.892 -1.340
H 0.160 -1.174 -0.553
H 4.621 0.386 -0.522
O -0.376 -1.180 4.134
H 1.767 4.198 1.080
H 0.091 -1.876 4.581
O 1.907 4.470 1.974
H -1.019 2.156 -4.493
H 1.549 -2.479 1.537
O -5.072 1.905 -0.529
H -2.345 -3.728 -0.733
H -0.095 -0.338 4.499
O -1.099 -1.749 1.698
H -4.252 1.380 -0.266
H 1.586 -1.958 -0.580
O 5.332 -0.193 -0.820
H 2.420 3.739 2.235
H 2.004 0.701 0.789
O 0.096 4.033 0.125
H -1.607 -1.615 -2.223
H 0.364 4.608 0.822
O 1.568 -2.314 -4.185
H 1.344 -2.669 -3.317
H 1.984 -1.421 -3.962
O 2.081 -2.167 -1.412
H -1.071 -1.651 2.584
H -0.090 -1.790 1.483
O -2.247 1.736 -1.878
H -3.030 2.362 -1.971
H -2.380 0.765 -1.798
O 3.002 -0.303 2.613
H -0.810 -4.258 1.066
H 3.554 0.066 1.823
O -2.542 -1.548 -2.480
H 5.541 -0.767 -0.027
O 2.129 1.706 0.959
H 2.268 -0.679 1.995
H -2.978 -2.075 -1.981
O 0.465 1.560 -2.783
H -1.286 -0.244 0.366
H 0.690 2.349 -3.058
O -1.816 0.407 0.231
H 0.491 -5.179 1.025
H -1.525 1.195 -0.149
O -0.065 -4.638 0.484
H -4.851 2.705 0.021
H -0.365 1.758 -2.258
O -4.087 0.054 1.328
H -4.411 -0.340 0.546
H -0.663 4.452 -0.260
*
```

The calculation puts the HOMO energy at -7.2 eV. The relative energy (zero: lowest compared OMol25 entry of this formula, charge and spin) comes out at 142.4 kcal/mol. The lowest unoccupied orbital energy is 2.12 eV. For the energy, the calculation gives -1604.55627 Ha. The calculation puts the frontier orbital gap at 9.330 eV.